1.
Below is a molecular structure, C6H19N5O3Rb, with properties calculated with ωB97M-V/def2-TZVPD.

Its net charge is +1. The total energy comes out at -20776.2675 eV. The max |F| is 0.66 eV/A. Its lowest unoccupied orbital energy is -2.793 eV. The calculation puts the relative energy (zero: lowest compared OMol25 entry of this formula, charge and spin) at 6.20 kcal/mol. Its spin multiplicity is 1.

Positions of all 34 atoms, in Å:
1 Rb 1.1976 -0.0492 0.7486
2 C -0.0169 -2.0805 -1.7456
3 C -0.7174 -2.9262 -0.6794
4 C -1.9597 -2.2690 -0.1185
5 O -1.6267 -1.0895 0.6016
6 C -2.7584 -0.5500 1.2835
7 N -0.9818 -4.2562 -1.2430
8 H -0.4058 -2.1809 -2.7613
9 H 0.9980 -2.4732 -1.8406
10 H -0.0221 -1.0201 -1.5063
11 H 0.0032 -3.0694 0.1333
12 H -2.4713 -2.9694 0.5604
13 H -2.6808 -2.0468 -0.9176
14 H -2.6387 0.5282 1.3341
15 H -2.8569 -1.0288 2.2592
16 H -3.6787 -0.7357 0.7193
17 H -1.2562 -4.8966 -0.5051
18 H -1.7762 -4.1866 -1.8737
19 C 3.1147 1.0879 -2.1849
20 O 2.5350 0.0965 -1.7534
21 N 2.9790 2.3387 -1.6363
22 N 3.9151 1.0314 -3.2876
23 H 2.2516 2.5687 -0.9879
24 H 3.5187 3.1152 -1.9773
25 H 4.4910 1.8052 -3.5654
26 H 4.0777 0.1164 -3.6668
27 C -0.4708 2.8000 2.6956
28 O -0.5634 1.9506 1.8018
29 N -0.2594 4.1221 2.4315
30 N -0.6160 2.4747 4.0085
31 H -0.0326 4.7395 3.1913
32 H -0.0455 4.4247 1.4998
33 H -0.7829 1.5083 4.2206
34 H -0.4636 3.1200 4.7616

Cartesian forces (eV/Å) of the 3 atoms listed first:
Rb -0.3 -0.1 0.0
C 0.4 -0.4 -0.1
C 0.2 -0.1 -0.6

These are the natural (NBO) partial charges, in e, on atoms 1 to 5:
1 Rb 0.97
2 C -0.62
3 C -0.07
4 C -0.07
5 O -0.59

---

2.
Below is a molecular structure, C17H31CrN4O6P at a distorted geometry, with properties calculated with ωB97M-V/def2-TZVPD.

The total energy comes out at -74082.2293 eV. The max |F| is 3.50 eV/A. Its lowest unoccupied orbital energy (spin up / spin down) is -0.007 / -0.524 eV. The calculation puts the relative energy (zero: lowest compared OMol25 entry of this formula, charge and spin) at 2.42 kcal/mol. Its spin multiplicity is 5.

Positions of all 60 atoms, in Å:
1 O -0.7494 0.6814 -5.6861
2 H -1.2641 0.3261 -6.4388
3 Cr -0.4024 0.2219 -0.4576
4 N -0.3372 1.8988 0.5935
5 N 0.7443 1.2972 -1.6027
6 N -1.7893 -0.7082 0.6782
7 N -1.0105 -1.2614 -1.6499
8 O -1.0499 2.1159 1.6534
9 O -2.2069 -0.3163 1.9314
10 O -0.5734 -1.5364 -2.9360
11 O 1.1948 0.9129 -2.7542
12 C 1.2028 2.4761 -1.0542
13 C 0.5855 2.8122 0.1790
14 C -2.0809 -1.9666 0.2931
15 C -1.5885 -2.2882 -0.9970
16 C 0.9185 3.9482 1.0732
17 H 1.1972 3.6292 2.0775
18 H 0.0803 4.6345 1.1854
19 H 1.7580 4.5104 0.6698
20 C 2.3224 3.1883 -1.7028
21 H 2.0632 3.4376 -2.7336
22 H 3.2048 2.5438 -1.7418
23 H 2.5782 4.0978 -1.1700
24 C -2.7468 -2.9204 1.1828
25 C -1.6134 -3.6658 -1.5143
26 H -3.3852 -2.4146 1.9183
27 H -2.0511 -3.5581 1.7452
28 H -3.3677 -3.5963 0.6005
29 H -0.8204 -3.8129 -2.2617
30 H -2.5740 -3.8843 -1.9842
31 H -1.4685 -4.3986 -0.7246
32 H -1.8414 0.6379 1.9926
33 H 0.0351 -0.7731 -3.1485
34 C -1.6899 1.1623 -4.7001
35 H -1.0961 1.8268 -4.0634
36 H -2.0891 0.3309 -4.0912
37 H -2.5467 1.7323 -5.1209
38 O -2.7412 1.4504 -0.9455
39 H -3.1067 0.7765 -0.3442
40 H -2.5191 2.1681 -0.3195
41 C 3.2705 -0.3983 0.4317
42 P 1.5000 -0.7126 0.4269
43 C 1.5405 -2.4366 -0.1467
44 C 1.1569 -0.5026 2.2015
45 C 0.4237 -1.4637 2.8969
46 C 0.1615 -1.2595 4.2542
47 C 0.5845 -0.0809 4.8827
48 C 1.2518 0.9175 4.1572
49 C 1.5257 0.7156 2.8079
50 H 3.6932 -0.5460 -0.5667
51 H 3.6587 -1.1686 1.1156
52 H 3.5424 0.5878 0.8137
53 H 2.4110 -2.9522 0.2732
54 H 0.6223 -3.0001 0.0513
55 H 1.6530 -2.3642 -1.2412
56 H 0.1276 -2.3838 2.3931
57 H -0.3530 -2.0427 4.8026
58 H 0.4069 0.0586 5.9460
59 H 1.5774 1.8407 4.6276
60 H 2.0699 1.4752 2.2410

Cartesian forces (eV/Å) of the 3 atoms listed first:
O -1.2 -0.1 -0.5
H 0.5 0.2 0.7
Cr -1.4 0.7 -0.7

These are the natural (NBO) partial charges, in e, on atoms 1 to 5:
1 O -0.72
2 H 0.46
3 Cr 1.06
4 N -0.16
5 N -0.13

---

3.
Below is a molecular structure, CHO2Pt at a distorted geometry, with properties calculated with ωB97M-V/def2-TZVPD.

Its net charge is +1. The total energy comes out at -8378.4591 eV. The max |F| is 10.81 eV/A. Its lowest unoccupied orbital energy (spin up / spin down) is -6.452 / -9.187 eV. The calculation puts the relative energy (zero: lowest compared OMol25 entry of this formula, charge and spin) at 22.12 kcal/mol. Its spin multiplicity is 3.

Positions of all 5 atoms, in Å:
1 H 1.6602 0.7511 -0.2213
2 O -0.2990 -0.9378 0.4669
3 O 0.5934 0.7815 -0.4236
4 C 0.6680 -0.6023 -0.2560
5 Pt -1.1100 0.7416 0.2787

Cartesian forces (eV/Å) of the 3 atoms listed first:
H -2.2 2.0 -0.6
O 3.4 -4.3 -1.0
O 9.9 -0.3 -2.4

Here is what natural (NBO) gives for the atomic charges, in e:
1 H 0.59
2 O -0.55
3 O -0.72
4 C 0.65
5 Pt 1.03

---

4.
Below is a single C16H28BCl3O3Si2 molecule at a distorted geometry, with properties calculated with ωB97M-V/def2-TZVPD.

The total energy comes out at -77194.9437 eV. The max |F| is 2.56 eV/A. Its lowest unoccupied orbital energy is -0.134 eV. The calculation puts the relative energy (zero: lowest compared OMol25 entry of this formula, charge and spin) at 0.00 kcal/mol. Its spin multiplicity is 1.

Positions of all 53 atoms, in Å:
1 C 1.9832 2.7784 0.9698
2 Si 2.0644 1.8882 -0.6480
3 C 2.3074 3.0946 -2.0413
4 C 3.2475 0.4744 -0.7900
5 O 0.4416 1.2448 -0.8944
6 C -0.4955 0.3397 -0.7421
7 C -0.1961 -1.0381 -0.1480
8 C -1.3442 -1.9417 -0.6168
9 O -1.6737 0.5614 -1.1715
10 Si -2.5102 2.1365 -1.2018
11 C -3.6247 2.3092 0.3012
12 C -1.2557 3.4817 -1.4577
13 C -3.4236 1.8189 -2.7882
14 H 2.9929 3.0148 1.3321
15 H 1.4680 3.7383 0.8335
16 H 1.4774 2.1920 1.7455
17 H 3.2566 3.6276 -1.9139
18 H 2.3834 2.5992 -3.0145
19 H 1.5356 3.8674 -2.0879
20 H 4.2589 0.8680 -0.5992
21 H 3.0409 -0.3080 -0.0450
22 H 3.2459 0.0617 -1.8109
23 H 0.8520 -1.3125 -0.5801
24 H -1.0435 -2.9599 -0.3671
25 H -2.2542 -1.8055 -0.0118
26 H -1.5688 -1.9601 -1.6741
27 H -4.2512 3.2079 0.1375
28 H -4.3166 1.4554 0.4206
29 H -3.0828 2.4403 1.2530
30 H -1.8406 4.3821 -1.6915
31 H -0.6225 3.6858 -0.5846
32 H -0.6474 3.2439 -2.3426
33 H -4.0249 2.6953 -3.0517
34 H -2.6832 1.6399 -3.5814
35 H -4.0969 0.9573 -2.6899
36 Cl -3.2697 -0.6191 2.5021
37 B -1.4517 -0.5442 2.8769
38 Cl -0.7351 1.1738 2.1618
39 Cl -1.0649 -0.4212 4.6941
40 O -0.8173 -1.5454 2.2278
41 C 0.2302 -1.4401 1.3240
42 C 0.8748 -2.9041 1.2821
43 C 2.2373 -3.0670 1.3264
44 C 2.8016 -4.3537 1.3487
45 C 1.9802 -5.4822 1.3028
46 C 0.5970 -5.3331 1.2451
47 C 0.0437 -4.0419 1.2611
48 H 0.9546 -0.7220 1.6842
49 H 2.8409 -2.1540 1.3901
50 H 3.8789 -4.4434 1.3586
51 H 2.4261 -6.4507 1.0673
52 H -0.0701 -6.1977 1.1344
53 H -1.0558 -3.9329 1.3653

Cartesian forces (eV/Å) of the 3 atoms listed first:
C 0.3 0.0 0.2
Si -0.6 0.0 0.1
C 0.1 0.0 -0.3

These are the natural (NBO) partial charges, in e, on atoms 1 to 5:
1 C -1.17
2 Si 1.90
3 C -1.16
4 C -1.16
5 O -0.80

---

5.
Below is a molecular structure, C46H40CrN3O3SSb2, with properties calculated with ωB97M-V/def2-TZVPD.

Its net charge is -1. The total energy comes out at -111296.6740 eV. The max |F| is 0.58 eV/A. Its lowest unoccupied orbital energy (spin up / spin down) is 2.352 / 2.231 eV. The calculation puts the relative energy (zero: lowest compared OMol25 entry of this formula, charge and spin) at 2.14 kcal/mol. Its spin multiplicity is 5.

Positions of all 96 atoms, in Å:
1 Cr -1.6971 -1.4316 -0.0667
2 O -4.6591 -1.4983 3.2916
3 C -4.2056 -2.6130 3.8906
4 C -4.8794 -3.0512 5.0354
5 C -4.4676 -4.1872 5.7009
6 C -3.3754 -4.9197 5.2438
7 C -2.7100 -4.4929 4.1127
8 C -3.1043 -3.3457 3.4201
9 C -2.3691 -2.9117 2.2108
10 O -2.7024 -1.7825 1.6653
11 N -1.4086 -3.6917 1.7654
12 N -0.7642 -3.0668 0.7107
13 C 0.0612 -3.7642 0.0287
14 C 0.8667 -3.1534 -1.0305
15 C 1.3726 -3.9333 -2.0042
16 C 2.0681 -3.3900 -3.1626
17 C 2.4056 -2.0953 -3.2002
18 C 2.2009 -1.2451 -2.0042
19 C 1.0866 -1.6440 -0.9886
20 O -0.0734 -0.9388 -1.0736
21 H -4.0783 -1.3434 2.5081
22 H -5.7268 -2.4713 5.3745
23 H -5.0029 -4.5079 6.5866
24 H -3.0506 -5.8096 5.7662
25 H -1.8584 -5.0368 3.7305
26 H 0.1581 -4.8283 0.2440
27 H 1.1758 -5.0011 -1.9831
28 H 2.2644 -4.0494 -3.9992
29 H 2.8660 -1.6711 -4.0849
30 H 2.0735 -0.1942 -2.2494
31 C -0.1071 2.1771 2.0741
32 C -0.0793 2.6737 0.6328
33 C -1.1903 2.0190 -0.1617
34 Sb -1.3801 2.2670 -2.2856
35 C 0.6260 2.0218 -3.0161
36 C 1.7491 2.7170 -2.5767
37 C 2.9865 2.5207 -3.1695
38 C 3.1195 1.6362 -4.2302
39 C 2.0088 0.9494 -4.6905
40 C 0.7765 1.1409 -4.0823
41 C -1.2493 4.4201 -2.1737
42 C -2.0411 5.1025 -1.2540
43 C -2.0258 6.4869 -1.1798
44 C -1.2150 7.2181 -2.0335
45 C -0.4265 6.5528 -2.9587
46 C -0.4474 5.1680 -3.0253
47 Sb 0.4956 0.1129 2.4078
48 C 1.9948 -0.0384 0.8783
49 C 2.1266 -1.3497 0.1799
50 C 3.2574 -1.4026 -0.8741
51 C 4.3032 -0.3486 -0.8111
52 C 4.1050 0.7611 -0.0992
53 C 2.9086 0.9242 0.7216
54 C 1.9484 0.4784 3.9631
55 C 2.3590 -0.6365 4.6861
56 C 3.3478 -0.5436 5.6542
57 C 3.9368 0.6807 5.9261
58 C 3.5295 1.8028 5.2239
59 C 2.5464 1.6982 4.2521
60 H -1.1392 2.2146 2.4361
61 H 0.4809 2.8130 2.7393
62 H 0.8868 2.4568 0.1749
63 H -0.2031 3.7639 0.6234
64 H -2.1703 2.3206 0.2204
65 H -1.1519 0.9305 -0.0271
66 H 1.6610 3.4324 -1.7705
67 H 3.8511 3.0595 -2.8021
68 H 4.0867 1.4849 -4.6929
69 H 2.1006 0.2557 -5.5171
70 H -0.0808 0.5795 -4.4385
71 H -2.6824 4.5502 -0.5758
72 H -2.6474 6.9941 -0.4517
73 H -1.1966 8.2989 -1.9764
74 H 0.2121 7.1126 -3.6303
75 H 0.1864 4.6673 -3.7485
76 H 2.1578 -2.1516 0.9294
77 H 3.7070 -2.3971 -0.9316
78 H 5.2115 -0.4812 -1.3859
79 H 4.8443 1.5526 -0.0853
80 H 2.8338 1.8488 1.2871
81 H 1.8978 -1.6001 4.4962
82 H 3.6527 -1.4280 6.1995
83 H 4.7066 0.7607 6.6835
84 H 3.9807 2.7653 5.4307
85 H 2.2564 2.5919 3.7144
86 S -3.9918 -0.0983 -0.8109
87 C -3.6919 -1.1605 -2.1382
88 C -4.4013 -1.1434 -3.3515
89 C -4.0299 -1.9959 -4.3649
90 C -2.9486 -2.8666 -4.1888
91 C -2.2991 -2.8304 -2.9709
92 N -2.6696 -2.0250 -1.9768
93 H -5.2152 -0.4431 -3.4704
94 H -4.5666 -1.9806 -5.3052
95 H -2.6209 -3.5343 -4.9707
96 H -1.4374 -3.4584 -2.7696

Cartesian forces (eV/Å) of the 3 atoms listed first:
Cr -0.2 0.5 0.3
O 0.0 -0.1 0.1
C -0.1 0.0 0.0

These are the natural (NBO) partial charges, in e, on atoms 1 to 5:
1 Cr 1.22
2 O -0.69
3 C 0.43
4 C -0.31
5 C -0.18

---

6.
Below is a single C4H3N3O molecule at a distorted geometry, with properties calculated with ωB97M-V/def2-TZVPD.

As for the structure (SMILES): O=c1ncccnn1. The total energy comes out at -10710.8244 eV. The max |F| is 3.96 eV/A. Its lowest unoccupied orbital energy is -1.133 eV. The calculation puts the relative energy (zero: lowest compared OMol25 entry of this formula, charge and spin) at 65.18 kcal/mol. Its spin multiplicity is 1.

Positions of all 11 atoms, in Å:
1 O -1.9723 -0.2813 0.7705
2 C -1.1555 -0.2411 -0.0443
3 N -0.3831 -1.3468 -0.3990
4 C 0.9074 -1.3478 -0.2231
5 C 1.7701 -0.3120 0.2609
6 C 1.2735 0.9130 0.4337
7 N 0.1977 1.5510 -0.2804
8 N -0.8753 1.0939 -0.6787
9 H 1.5903 -2.0909 -0.5503
10 H 2.8668 -0.5592 0.4377
11 H 1.9740 1.7415 0.8914

Cartesian forces (eV/Å) of the 3 atoms listed first:
O -3.1 0.0 2.5
C 2.7 -0.1 -1.4
N 1.8 0.4 -0.5

These are the natural (NBO) partial charges, in e, on atoms 1 to 5:
1 O -0.49
2 C 0.70
3 N -0.43
4 C 0.12
5 C -0.29

---

Which formula does entry 1 have? C6H19N5O3Rb

---

Which of these has the lowest relative energy (zero: lowest compared OMol25 entry of this formula, charge and spin)? C16H28BCl3O3Si2

---

Please write out number 2 again, unchanged.
Below is a molecular structure, C17H31CrN4O6P at a distorted geometry, with properties calculated with ωB97M-V/def2-TZVPD.

The total energy comes out at -74082.2293 eV. The max |F| is 3.50 eV/A. Its lowest unoccupied orbital energy (spin up / spin down) is -0.007 / -0.524 eV. The calculation puts the relative energy (zero: lowest compared OMol25 entry of this formula, charge and spin) at 2.42 kcal/mol. Its spin multiplicity is 5.

Positions of all 60 atoms, in Å:
1 O -0.7494 0.6814 -5.6861
2 H -1.2641 0.3261 -6.4388
3 Cr -0.4024 0.2219 -0.4576
4 N -0.3372 1.8988 0.5935
5 N 0.7443 1.2972 -1.6027
6 N -1.7893 -0.7082 0.6782
7 N -1.0105 -1.2614 -1.6499
8 O -1.0499 2.1159 1.6534
9 O -2.2069 -0.3163 1.9314
10 O -0.5734 -1.5364 -2.9360
11 O 1.1948 0.9129 -2.7542
12 C 1.2028 2.4761 -1.0542
13 C 0.5855 2.8122 0.1790
14 C -2.0809 -1.9666 0.2931
15 C -1.5885 -2.2882 -0.9970
16 C 0.9185 3.9482 1.0732
17 H 1.1972 3.6292 2.0775
18 H 0.0803 4.6345 1.1854
19 H 1.7580 4.5104 0.6698
20 C 2.3224 3.1883 -1.7028
21 H 2.0632 3.4376 -2.7336
22 H 3.2048 2.5438 -1.7418
23 H 2.5782 4.0978 -1.1700
24 C -2.7468 -2.9204 1.1828
25 C -1.6134 -3.6658 -1.5143
26 H -3.3852 -2.4146 1.9183
27 H -2.0511 -3.5581 1.7452
28 H -3.3677 -3.5963 0.6005
29 H -0.8204 -3.8129 -2.2617
30 H -2.5740 -3.8843 -1.9842
31 H -1.4685 -4.3986 -0.7246
32 H -1.8414 0.6379 1.9926
33 H 0.0351 -0.7731 -3.1485
34 C -1.6899 1.1623 -4.7001
35 H -1.0961 1.8268 -4.0634
36 H -2.0891 0.3309 -4.0912
37 H -2.5467 1.7323 -5.1209
38 O -2.7412 1.4504 -0.9455
39 H -3.1067 0.7765 -0.3442
40 H -2.5191 2.1681 -0.3195
41 C 3.2705 -0.3983 0.4317
42 P 1.5000 -0.7126 0.4269
43 C 1.5405 -2.4366 -0.1467
44 C 1.1569 -0.5026 2.2015
45 C 0.4237 -1.4637 2.8969
46 C 0.1615 -1.2595 4.2542
47 C 0.5845 -0.0809 4.8827
48 C 1.2518 0.9175 4.1572
49 C 1.5257 0.7156 2.8079
50 H 3.6932 -0.5460 -0.5667
51 H 3.6587 -1.1686 1.1156
52 H 3.5424 0.5878 0.8137
53 H 2.4110 -2.9522 0.2732
54 H 0.6223 -3.0001 0.0513
55 H 1.6530 -2.3642 -1.2412
56 H 0.1276 -2.3838 2.3931
57 H -0.3530 -2.0427 4.8026
58 H 0.4069 0.0586 5.9460
59 H 1.5774 1.8407 4.6276
60 H 2.0699 1.4752 2.2410

Cartesian forces (eV/Å) of the 3 atoms listed first:
O -1.2 -0.1 -0.5
H 0.5 0.2 0.7
Cr -1.4 0.7 -0.7

These are the natural (NBO) partial charges, in e, on atoms 1 to 5:
1 O -0.72
2 H 0.46
3 Cr 1.06
4 N -0.16
5 N -0.13